Arrangement P

The following is a quantum chemistry calculation of an isolated molecule of C5H10N4, from the OMol25 dataset.

Summary:
highest occupied orbital energy	-9.034	eV
LUMO level	0.0281	Eh
charge	0
Kohn-Sham gap	9.80	eV
SMILES	[H]/N=C(/CC=C)N/C(N)=N/[H]

Each atom is followed by the atoms it is bonded to, with distances in Å.
Atoms and positions in Å:
1 C 0.800 -1.122 -0.120  N16 1.451, N17 1.323, N18 1.427
2 C -1.613 -0.313 -0.308  C3 1.520, N18 1.446, N19 1.234
3 C -1.175 1.087 0.093  C2 1.520, C4 1.437, H11 1.090, H12 1.158
4 C 0.034 1.469 -0.582  C3 1.437, C5 1.323, H13 1.054
5 C 1.122 1.988 -0.036  C4 1.323, H14 1.103, H15 1.129
6 H -0.073 -1.362 1.741  N16 1.057
7 H 1.605 -1.265 1.701  N16 1.007
8 H 2.652 -1.572 -0.197  N17 1.024
9 H -0.315 -1.436 -1.776  N18 1.078
10 H -2.769 -1.831 -0.193  N19 1.040
11 H -2.066 1.668 -0.146  C3 1.090
12 H -0.939 1.125 1.225  C3 1.158
13 H 0.040 1.364 -1.631  C4 1.054
14 H 1.086 2.311 1.018  C5 1.103
15 H 2.114 2.098 -0.562  C5 1.129
16 N 0.761 -0.879 1.309  C1 1.451, H6 1.057, H7 1.007
17 N 1.864 -1.441 -0.838  C1 1.323, H8 1.024
18 N -0.464 -1.052 -0.780  C1 1.427, C2 1.446, H9 1.078
19 N -2.662 -0.833 0.081  C2 1.234, H10 1.040

Arrangement Q

The following is a quantum chemistry calculation of an isolated molecule of C5H10N4, from the OMol25 dataset.

Summary:
highest occupied orbital energy	-8.679	eV
LUMO level	0.0242	Eh
charge	0
Kohn-Sham gap	9.34	eV
SMILES	[H]/N=C(/C=C)N(C)/C(N)=N/[H]

Each atom is followed by the atoms it is bonded to, with distances in Å.
Atoms and positions in Å:
1 C 0.528 -0.858 -1.440  N2 1.458, H15 1.090, H16 1.085, H17 1.092
2 N 0.117 -0.065 -0.288  C1 1.458, C3 1.302, C4 1.822
3 C -0.514 -0.513 0.760  N2 1.302, C6 1.861, N8 1.235
4 C 1.603 0.736 0.397  N2 1.822, N5 1.374, N9 1.258
5 N 1.383 1.668 1.382  C4 1.374, H10 1.007, H11 1.014
6 C -2.092 -0.926 -0.137  C3 1.861, C7 1.316, H14 1.083
7 C -2.793 -0.107 -0.892  C6 1.316, H18 1.083, H19 1.086
8 N -0.604 -0.595 1.989  C3 1.235, H12 1.014
9 N 2.709 0.339 -0.053  C4 1.258, H13 1.023
10 H 0.435 1.973 1.539  N5 1.007
11 H 2.104 2.365 1.530  N5 1.014
12 H 0.210 -0.346 2.539  N8 1.014
13 H 3.528 0.896 0.202  N9 1.023
14 H -2.435 -1.883 0.236  C6 1.083
15 H 0.947 -1.822 -1.153  C1 1.090
16 H -0.294 -0.993 -2.136  C1 1.085
17 H 1.328 -0.318 -1.949  C1 1.092
18 H -2.361 0.797 -1.305  C7 1.083
19 H -3.799 -0.349 -1.219  C7 1.086

The energy of each structure relative to the most stable one, in eV, is as follows: arrangement P 0.000; arrangement Q 2.252.